# 1
Formula: C5H6O2
Source: the OMol25 dataset
Level of theory: ωB97M-V/def2-TZVPD

E_tot ... -344.41071 Ha
Energy above the lowest of the compared OMol25 structures with the same formula, charge and spin ... 5.203 eV
Net charge ... 0
Multiplicity ... 1
Molar mass ... 98.101 Da

Last column: Mulliken charge in e.
Positions of all 13 atoms, in Å:
O (-0.905, -1.751, -0.093)  -0.747
C (-1.957, -0.898, 0.107)  -0.392
C (-1.086, 0.266, -0.054)  0.105
C (-0.058, 0.957, -0.175)  0.208
C (1.272, 1.520, 0.129)  -0.481
C (1.339, 0.125, -0.356)  0.130
O (1.430, -0.924, 0.444)  -0.545
H (0.533, -1.433, 0.324)  0.459
H (-2.437, -0.916, 1.104)  0.218
H (-2.750, -0.944, -0.658)  0.274
H (1.430, 1.697, 1.192)  0.223
H (1.631, 2.296, -0.542)  0.250
H (1.558, 0.004, -1.422)  0.298

# 2
Formula: C38H42AsF6N3O4P2Si2Ti
Source: the OMol25 dataset
Level of theory: ωB97M-V/def2-TZVPD

E_tot ... -6884.91787 Ha
Energy above the lowest of the compared OMol25 structures with the same formula, charge and spin ... 0.000 eV
Net charge ... 0
Multiplicity ... 1
Molar mass ... 959.668 Da

Last column: Mulliken charge in e.
Positions of all 99 atoms, in Å:
Ti (-0.182, 0.831, -0.420)  -3.922
C (4.264, -0.945, 1.156)  -1.231
Si (3.158, 0.064, 0.025)  0.261
C (3.792, 1.814, 0.224)  -0.996
C (3.375, -0.516, -1.744)  -1.092
N (1.431, -0.111, 0.347)  1.269
P (0.660, -0.432, 1.771)  3.361
C (-0.970, -0.206, 1.360)  -2.096
P (-1.607, -1.330, 0.242)  2.706
N (-1.067, -0.768, -1.211)  1.231
Si (-1.802, -1.057, -2.800)  0.892
C (-3.258, 0.077, -3.130)  -1.188
C (-0.413, -0.954, -4.066)  -1.074
C (-2.504, -2.789, -2.986)  -1.314
C (-3.413, -1.295, 0.257)  0.476
C (-4.194, -2.418, 0.009)  -0.849
C (-5.576, -2.306, -0.048)  -0.671
C (-6.179, -1.072, 0.139)  -0.618
C (-5.404, 0.051, 0.398)  -0.741
C (-4.026, -0.060, 0.467)  -0.610
C (-1.165, -3.070, 0.413)  0.691
C (-1.583, -3.784, 1.535)  -0.461
C (-1.260, -5.123, 1.664)  -0.883
C (-0.528, -5.760, 0.668)  -0.670
C (-0.099, -5.050, -0.442)  -0.891
C (-0.409, -3.703, -0.564)  -1.243
C (1.138, -1.997, 2.536)  0.969
C (1.781, -3.014, 1.845)  -0.440
C (2.073, -4.212, 2.477)  -1.196
C (1.707, -4.406, 3.800)  -0.713
C (1.037, -3.404, 4.490)  -0.819
C (0.752, -2.205, 3.860)  -1.141
C (1.152, 0.829, 2.976)  0.135
C (0.465, 2.040, 2.948)  -0.482
C (0.885, 3.101, 3.734)  -0.576
C (1.986, 2.955, 4.566)  -0.671
C (2.662, 1.743, 4.616)  -0.876
C (2.247, 0.684, 3.822)  -0.223
H (5.264, -0.836, 0.728)  0.514
H (4.059, -2.007, 1.249)  0.360
H (4.302, -0.509, 2.153)  0.344
H (4.859, 1.769, 0.448)  0.562
H (3.295, 2.319, 1.054)  0.164
H (3.672, 2.424, -0.668)  0.323
H (4.339, -0.206, -2.148)  0.392
H (2.596, -0.103, -2.391)  0.166
H (3.314, -1.603, -1.818)  0.286
H (-3.168, 1.061, -2.677)  0.201
H (-4.171, -0.383, -2.748)  0.288
H (-3.388, 0.205, -4.206)  0.451
H (0.383, -0.260, -3.794)  0.094
H (-0.789, -0.670, -5.049)  0.391
H (0.048, -1.938, -4.173)  0.319
H (-3.438, -2.908, -2.440)  0.340
H (-1.837, -3.606, -2.712)  0.356
H (-2.737, -2.900, -4.048)  0.479
H (-3.731, -3.384, -0.153)  0.471
H (-6.178, -3.184, -0.240)  0.436
H (-7.257, -0.985, 0.090)  0.394
H (-5.866, 1.016, 0.551)  0.497
H (-3.428, 0.812, 0.693)  0.239
H (-2.161, -3.290, 2.307)  0.529
H (-1.583, -5.672, 2.538)  0.460
H (-0.286, -6.810, 0.766)  0.405
H (0.482, -5.542, -1.211)  0.430
H (-0.058, -3.137, -1.419)  0.783
H (2.047, -2.872, 0.806)  1.029
H (2.577, -4.999, 1.932)  0.474
H (1.937, -5.341, 4.292)  0.410
H (0.741, -3.555, 5.519)  0.458
H (0.232, -1.423, 4.400)  0.573
H (-0.416, 2.159, 2.325)  0.072
H (0.343, 4.036, 3.693)  0.522
H (2.312, 3.781, 5.184)  0.401
H (3.511, 1.619, 5.274)  0.439
H (2.779, -0.258, 3.874)  0.430
O (-0.754, 1.523, -2.312)  -0.128
C (-0.222, 2.307, -3.106)  -0.643
C (0.834, 3.202, -2.776)  0.506
C (1.270, 4.137, -3.726)  -0.374
C (2.114, 5.134, -3.320)  -0.769
C (2.504, 5.272, -1.980)  -0.337
C (2.078, 4.368, -1.043)  -0.189
C (1.269, 3.277, -1.429)  -0.754
O (0.919, 2.383, -0.557)  1.120
N (2.590, 6.112, -4.305)  1.012
O (3.339, 6.984, -3.911)  -0.627
O (2.259, 5.948, -5.463)  -0.624
H (-0.638, 2.352, -4.123)  0.257
H (0.935, 4.088, -4.753)  0.616
H (3.135, 6.104, -1.703)  0.545
H (2.347, 4.468, -0.001)  0.577
F (-1.706, 2.191, 0.085)  0.115
As (-2.243, 3.977, 0.238)  2.215
F (-1.595, 4.196, -1.361)  -0.456
F (-3.748, 3.466, -0.436)  -0.493
F (-2.731, 5.611, 0.350)  -0.481
F (-2.808, 3.573, 1.819)  -0.484
F (-0.672, 4.304, 0.898)  -0.391

Number 1: frontier orbital gap 9.11 eV, LUMO -0.05 eV. Number 2: frontier orbital gap 7.48 eV, LUMO -1.04 eV.